Entry 1:
Below is a gas-phase ion, C5H9N2O2 (charge +1) at a distorted geometry, with properties calculated with the ωB97M-V functional and the def2-TZVPD basis.

Last column: natural (NBO) charge in e.
Geometry (Å):
C  0.3149  0.7078  0.6413  0.49
C  -1.7559  -0.2295  0.1077  0.90
C  -0.3672  -0.2811  -0.2369  -0.28
C  0.2265  -1.7385  0.0057  -0.54
C  -0.1292  0.2313  -1.7128  -0.56
N  -0.3903  1.2908  1.5913  -0.19
N  1.6035  0.9072  0.5380  -0.74
O  -2.8159  -0.5762  -0.1108  -0.31
O  -1.6962  1.0857  1.6354  -0.48
H  0.0333  -2.0293  1.0538  0.25
H  1.2263  -1.5452  -0.2352  0.22
H  -0.3108  -2.4315  -0.5925  0.25
H  -0.5477  1.1110  -1.9234  0.23
H  -0.4947  -0.5137  -2.4639  0.25
H  0.9935  0.3992  -1.8922  0.23
H  -0.0976  1.6212  2.4684  0.42
H  2.2039  0.3708  -0.0243  0.42
H  2.0037  1.6201  1.1502  0.43

## Properties
* total charge: +1
* calculated total energy: -455.5570 Ha
* gap between HOMO and LUMO: 9.3 eV
* E_LUMO: -3.94 eV
* molar mass: 129.1 g/mol


Entry 2:
Below is a gas-phase ion, C10H11N2OS (charge +1) at a distorted geometry, with properties calculated with the ωB97M-V functional and the def2-TZVPD basis.

Last column: natural (NBO) charge in e.
Geometry (Å):
C  0.1505  -3.5962  -0.1928  -0.19
C  0.0700  -3.4566  -1.5493  -0.18
C  0.2864  -2.5306  0.6742  -0.16
C  -0.1124  -2.1658  -2.0459  -0.21
C  0.0835  -1.2526  0.1945  -0.08
C  -0.1125  -1.1248  -1.1878  -0.14
C  1.1213  0.8913  0.7720  0.52
C  0.0576  2.8944  1.6807  0.08
C  0.1281  -0.0515  1.0475  -0.34
C  -1.1708  1.3260  -0.6666  -0.10
N  1.1416  2.1644  1.3367  -0.47
N  -0.8749  2.6319  -0.4063  -0.74
O  2.0702  0.7545  0.0684  -0.60
S  -0.2778  0.5610  -1.8595  0.43
H  0.4442  -4.5576  0.2711  0.24
H  0.0987  -4.2004  -2.3790  0.25
H  0.3055  -2.5736  1.8064  0.23
H  -0.4539  -2.1309  -3.1142  0.25
H  -0.8885  2.3869  1.9570  0.22
H  0.1028  3.9632  1.7886  0.23
H  -0.4690  0.0835  1.9227  0.23
H  -2.0927  1.0039  -0.1246  0.25
H  2.0330  2.6514  1.2095  0.45
H  -1.4615  3.3252  -0.1342  0.41
H  -0.1794  3.0031  -1.0689  0.42

## Properties
* total charge: +1
* calculated total energy: -970.2182 Ha
* gap between HOMO and LUMO (alpha / beta): 6.4 / 6.4 eV
* E_LUMO (alpha / beta): -5.02 / -5.02 eV
* molar mass: 207.3 g/mol


Entry 3:
Below is 2 unconnected molecules or ions with the total composition C2H5N4O at a distorted geometry, with properties calculated with the ωB97M-V functional and the def2-TZVPD basis.

Last column: natural (NBO) charge in e.
Geometry (Å):
C  -1.8087  0.0808  0.2751  0.15
C  -0.7399  -0.6600  0.8487  0.13
N  -2.6237  0.6752  -0.2595  -0.11
N  0.1386  -1.3263  0.1233  -0.11
N  0.5527  1.0581  0.4033  -0.29
N  0.8473  1.0128  -0.8459  -0.51
O  0.3124  -1.0924  -1.1022  -0.19
H  -0.7801  -1.1005  1.8921  0.30
H  1.3291  1.2821  1.0286  0.38
H  1.7999  1.0296  -1.1961  0.41
H  0.7348  -2.0409  0.4700  0.42
H  0.2376  1.0817  -1.6374  0.43

## Properties
* total charge: +1
* spin multiplicity: 3
* calculated total energy: -372.9292 Ha
* gap between HOMO and LUMO (alpha / beta): 7.1 / 7.5 eV
* E_LUMO (alpha / beta): -5.88 / -8.29 eV
* molar mass: 101.1 g/mol


Entry 4:
Below is 2 unconnected molecules or ions with the total composition C6H7Cl2NOS at a distorted geometry, with properties calculated with the ωB97M-V functional and the def2-TZVPD basis.

Last column: natural (NBO) charge in e.
Geometry (Å):
C  -4.7260  1.2873  -0.2269  0.22
C  -4.2897  -0.0363  -0.2038  -0.32
C  -4.0756  -0.8896  0.8213  0.06
C  -0.2235  0.5963  -1.4642  -0.62
C  1.1268  -0.7470  0.2596  -0.65
C  -0.1936  -0.2712  -0.2187  -0.34
N  -5.0457  2.3894  -0.2643  -0.26
O  -0.7378  -2.9131  0.5512  -0.80
S  -1.2346  -1.9297  -0.4310  0.90
Cl  -4.0501  -0.5122  -1.8277  0.07
Cl  -4.2928  -0.8193  2.4037  0.19
H  -0.8118  0.0413  -2.2914  0.22
H  -0.6225  1.5163  -1.2588  0.22
H  0.8767  0.6032  -1.6869  0.22
H  0.8400  -1.5192  0.8725  0.24
H  1.8228  0.0124  0.7420  0.22
H  1.7493  -1.0322  -0.5600  0.21
H  -0.8325  0.2356  0.5172  0.21

## Properties
* calculated total energy: -1681.1937 Ha
* gap between HOMO and LUMO (alpha / beta): 8.6 / 6.9 eV
* E_LUMO (alpha / beta): -1.04 / -1.95 eV
* molar mass: 212.1 g/mol


Entry 5:
Below is 2 unconnected molecules or ions with the total composition C5H10N4 at a distorted geometry, with properties calculated with the ωB97M-V functional and the def2-TZVPD basis.

Last column: natural (NBO) charge in e.
Geometry (Å):
C  0.8464  -0.6803  -2.1126  -0.42
N  0.9526  -0.1376  -0.7831  -0.48
C  1.9425  0.2769  -0.1891  0.43
C  -1.5687  0.0326  1.2773  0.38
N  -0.7162  -1.0117  1.4825  -0.83
C  -1.3632  0.8613  -0.0441  0.10
C  3.0511  0.7078  0.3300  -0.63
N  -2.6707  0.2102  1.8909  -0.73
N  -2.3079  1.1669  -0.8292  -0.62
H  -0.9591  -1.7379  2.1391  0.39
H  0.0036  -1.1737  0.7886  0.41
H  -2.8540  -0.4417  2.6520  0.33
H  -3.2317  1.0412  -0.4144  0.37
H  -0.5134  1.5416  -0.0277  0.18
H  0.9860  -1.7601  -2.0539  0.21
H  -0.1571  -0.4615  -2.4800  0.22
H  1.5519  -0.2384  -2.8202  0.20
H  3.2591  1.7624  0.3870  0.25
H  3.7489  0.0419  0.8068  0.24

## Properties
* structure (SMILES): [H]/N=C\C(N)=N\[H].C=C=NC
* calculated total energy: -415.4308 Ha
* gap between HOMO and LUMO: 9.6 eV
* E_LUMO: 0.74 eV
* molar mass: 126.2 g/mol


Entry 6:
Below is 3 unconnected molecules or ions with the total composition FHN2O3 at a distorted geometry, with properties calculated with the ωB97M-V functional and the def2-TZVPD basis.

Last column: natural (NBO) charge in e.
Geometry (Å):
N  -0.8063  -0.2515  0.5285  -0.14
N  1.1364  -0.5442  -0.0924  0.63
O  1.1990  -1.4068  -0.8700  -0.25
O  1.7798  0.2200  0.4961  -0.21
O  -0.9477  0.9403  0.7037  0.01
F  -0.8959  1.8348  -0.7189  -0.40
H  -1.4653  -0.7925  -0.0469  0.36

## Properties
* calculated total energy: -435.3728 Ha
* gap between HOMO and LUMO (alpha / beta): 8.8 / 8.5 eV
* E_LUMO (alpha / beta): -1.72 / -1.76 eV
* molar mass: 96.0 g/mol


Entry 7:
Below is 2 unconnected molecules or ions with the total composition C7H11N4 at a distorted geometry, with properties calculated with the ωB97M-V functional and the def2-TZVPD basis.

Last column: natural (NBO) charge in e.
Geometry (Å):
C  3.0185  -0.7625  1.0178  -0.07
C  3.8761  -0.7422  -0.1269  -0.19
C  1.8248  -0.0002  1.0734  -0.15
C  3.4421  0.0568  -1.2243  0.11
C  1.3746  0.5992  -0.1384  0.12
C  0.0890  1.0417  -0.1321  0.15
C  -2.7649  -0.7758  0.6838  -0.42
N  2.1921  0.4884  -1.2295  -0.41
N  -1.0137  1.4485  -0.1892  -0.15
N  -3.1452  0.0724  -0.3039  -0.45
N  -4.1856  1.0367  -0.2469  -0.65
H  3.2197  -1.4583  1.7010  0.23
H  4.7489  -1.2108  -0.0911  0.24
H  1.2660  -0.0366  1.9517  0.26
H  3.9877  0.2259  -2.1151  0.25
H  -3.3303  -1.7222  0.6179  0.20
H  -1.7405  -1.0990  0.5313  0.19
H  -2.6078  -0.2730  1.7557  0.17
H  -2.5051  0.3649  -0.9904  0.37
H  1.6973  0.8921  -2.0747  0.46
H  -4.6907  0.8620  0.6155  0.36
H  -4.7529  0.9919  -1.0857  0.37

## Properties
* total charge: +1
* calculated total energy: -491.9534 Ha
* gap between HOMO and LUMO (alpha / beta): 4.2 / 4.2 eV
* E_LUMO (alpha / beta): -5.59 / -5.59 eV
* molar mass: 151.2 g/mol


Entry 8:
Below is 10 unconnected molecules or ions with the total composition C29H41O40S9 at a distorted geometry, with properties calculated with the ωB97M-V functional and the def2-TZVPD basis.

Last column: Mulliken charge in e.
Geometry (Å):
O  -3.7812  -0.2870  4.4849  -0.65
C  -3.7893  0.0935  3.3023  -0.28
O  -4.9027  0.5438  2.7621  -0.74
C  -2.5515  0.0968  2.3553  0.91
C  -2.4524  -1.0033  1.3719  -0.56
C  -1.3076  -0.9969  0.4469  -0.73
C  -0.3283  0.0784  0.5291  0.46
C  -0.3870  1.1836  1.5230  0.28
C  -1.5320  1.1646  2.4451  -0.42
C  0.6938  2.3034  1.5411  0.04
O  0.5460  3.2975  2.2206  -0.64
C  1.9293  2.0871  0.6233  -0.48
C  2.0381  1.0984  -0.3035  -0.62
C  0.8631  0.1016  -0.4821  0.51
O  0.8903  -0.6415  -1.4491  -0.42
H  -3.2401  -1.7886  1.3414  0.50
H  -1.2191  -1.8056  -0.3282  0.51
H  -1.6576  1.9450  3.2271  0.49
H  2.7885  2.8129  0.7295  0.52
H  2.9509  0.9846  -0.9355  0.43
C  3.2233  -1.0910  -6.0444  -0.30
C  1.7598  -1.4388  -6.2306  -0.52
O  1.3359  -1.9353  -4.9649  -0.34
S  2.1540  -1.1702  -3.7953  1.19
O  1.3396  -0.1166  -3.3055  -0.56
O  2.7412  -2.1491  -2.9442  -0.55
O  3.3236  -0.5328  -4.7189  -0.12
H  3.8407  -1.9846  -6.0869  0.32
H  3.5742  -0.3717  -6.7834  0.32
H  1.6085  -2.1878  -7.0064  0.30
H  1.1651  -0.5507  -6.4624  0.32
C  -0.1572  2.0324  7.4976  -0.39
C  -1.0145  1.2769  6.5013  -0.27
O  -0.0838  0.7026  5.5804  -0.14
S  1.2828  0.3502  6.3558  1.09
O  1.2596  -1.0298  6.7084  -0.54
O  2.3668  0.9421  5.6535  -0.56
O  0.9994  1.2137  7.6923  -0.35
H  0.1699  2.9928  7.0908  0.31
H  -0.6714  2.1965  8.4432  0.32
H  -1.7194  1.9234  5.9827  0.31
H  -1.5592  0.4618  6.9837  0.25
C  0.9437  -5.9474  -0.6976  -0.30
C  0.9629  -4.8607  -1.7548  -0.22
O  -0.3970  -4.7395  -2.1795  -0.29
S  -1.3732  -5.0604  -0.9322  0.84
O  -1.7654  -3.8341  -0.3346  -0.35
O  -2.3024  -6.0552  -1.3388  -0.60
O  -0.2676  -5.7425  0.0301  -0.21
H  0.9036  -6.9414  -1.1517  0.28
H  1.8024  -5.8890  -0.0305  0.29
H  1.6079  -5.1083  -2.5956  0.35
H  1.2718  -3.9012  -1.3319  0.13
C  -6.4208  3.0929  1.2701  -0.08
C  -7.4116  2.7304  0.1865  -0.32
O  -7.8725  3.9890  -0.3263  -0.33
S  -6.6757  5.0665  -0.2292  1.10
O  -6.0342  5.1418  -1.5014  -0.50
O  -7.1624  6.2189  0.4487  -0.57
O  -5.7201  4.2418  0.7652  -0.28
H  -6.9301  3.3827  2.1920  0.23
H  -5.7231  2.2775  1.4824  0.15
H  -8.2434  2.1402  0.5644  0.32
H  -6.9252  2.1907  -0.6300  0.29
C  -1.8848  -3.2398  4.2504  -0.21
C  -1.8474  -4.2055  5.4189  -0.26
O  -2.2774  -5.4594  4.8754  -0.37
S  -1.7981  -5.5604  3.3347  1.12
O  -0.5875  -6.3083  3.2932  -0.38
O  -2.9337  -5.8735  2.5324  -0.63
O  -1.4322  -4.0030  3.1247  -0.11
H  -2.9034  -2.9018  4.0472  0.16
H  -1.2433  -2.3743  4.4080  0.20
H  -2.4986  -3.8957  6.2339  0.39
H  -0.8288  -4.3329  5.7956  0.17
C  3.4471  6.7864  -2.5258  -0.37
C  2.2433  6.4210  -1.6765  -0.34
O  2.4470  5.0529  -1.3230  -0.24
S  4.0293  4.7707  -1.1828  1.03
O  4.3786  4.8541  0.1933  -0.58
O  4.3597  3.6531  -1.9936  -0.33
O  4.5514  6.1123  -1.9191  -0.34
H  3.3387  6.4129  -3.5473  0.28
H  3.6242  7.8606  -2.5505  0.31
H  1.3038  6.5437  -2.2117  0.31
H  2.2153  7.0084  -0.7549  0.29
C  -5.8870  4.9354  -5.2919  -0.26
C  -7.0092  5.8940  -4.9509  -0.23
O  -7.2098  6.6652  -6.1407  -0.33
S  -6.8889  5.7445  -7.4267  1.08
O  -8.1162  5.2301  -7.9294  -0.54
O  -5.9533  6.4314  -8.2477  -0.53
O  -6.1238  4.5533  -6.6520  -0.32
H  -4.9143  5.4303  -5.2409  0.30
H  -5.8810  4.0605  -4.6448  0.27
H  -6.7627  6.5395  -4.1106  0.25
H  -7.9367  5.3571  -4.7362  0.30
C  8.3937  -1.2272  -4.1668  -0.37
C  8.4096  -0.1306  -5.2162  -0.36
O  7.0462  0.0173  -5.6155  -0.37
S  6.0857  -0.3010  -4.3501  1.06
O  5.7183  0.9299  -3.7469  -0.42
O  5.1293  -1.2740  -4.7462  -0.52
O  7.2010  -1.0088  -3.4138  -0.34
H  8.3293  -2.2160  -4.6287  0.28
H  9.2661  -1.1881  -3.5163  0.31
H  9.0348  -0.3815  -6.0712  0.31
H  8.7422  0.8195  -4.7894  0.30
C  4.0129  -5.9189  5.7097  -0.39
C  3.6341  -4.9812  4.5769  -0.28
O  2.8217  -5.7684  3.7034  -0.29
S  1.9882  -6.8457  4.5753  1.04
O  0.6886  -6.3261  4.8004  -0.39
O  2.2140  -8.1380  4.0255  -0.60
O  2.8480  -6.7072  5.9487  -0.34
H  4.8243  -6.5894  5.4131  0.29
H  4.2997  -5.3810  6.6121  0.32
H  4.5041  -4.5960  4.0483  0.30
H  3.0301  -4.1451  4.9394  0.25

## Properties
* total charge: -1
* calculated total energy: -7722.6296 Ha
* gap between HOMO and LUMO: 6.4 eV
* E_LUMO: 1.30 eV
* molar mass: 1318.2 g/mol